Entry 1:
Formula: C6H25NO7
Source: the OMol25 dataset
Level of theory: the ωB97M-V functional and the def2-TZVPD basis

Element x y z (Å)
O 1.1529 3.3206 -2.5562
O -3.5116 0.1604 -2.5818
O 1.7006 0.6817 -2.3676
O -2.6735 -2.5131 -1.8816
O -0.8763 1.8728 -0.6976
O -0.5757 -0.8845 -1.9826
O -2.9608 -3.1517 0.8402
N -0.6281 0.9280 1.2978
C 0.2927 -1.2974 1.3386
C 0.5264 0.1196 0.8890
C 2.0372 0.7818 2.9678
C -1.2546 1.8083 0.4582
C 3.0250 0.1567 0.6559
C 1.8223 0.7745 1.4387
H -0.8809 0.8525 2.2769
H -3.5503 0.9263 -1.9657
H -3.3364 -2.6393 1.5778
H -2.8476 0.5560 -3.1658
H -1.1090 -0.1257 -1.7128
H 2.2213 1.7208 3.4814
H 2.9350 0.1950 3.1771
H -2.7547 -2.7217 -0.9249
H 0.7512 3.4106 -1.6890
H 1.7233 1.8303 1.1594
H -1.2085 -1.6582 -1.9447
H 1.4817 2.4115 -2.6455
H 1.2737 0.1442 3.4253
H 0.8866 0.1887 -2.1119
H 0.6148 0.1290 -0.1864
H 3.4691 0.8952 -0.0062
H 0.3604 -1.3045 2.4440
H -0.6942 -1.6828 1.1070
H -1.9473 2.4891 0.9672
H 2.6787 -0.7317 0.1307
H 1.0751 -1.9940 1.0202
H -2.1817 -3.6367 1.0481
H 2.3927 0.0009 -2.5060
H -3.2122 -1.7085 -2.0831
H 3.7828 -0.3046 1.3083

Properties
LUMO energy	0.01	eV
gap between HOMO and LUMO	9.86	eV
electronic energy	-825.0460	a.u.
structure (SMILES)	CC(C)[C@@H](C)NC=O.O.O.O.O.O.O
maximum force	2.57	eV Å⁻¹
energy relative to the best compared isomer or geometry (same formula, charge and spin)	131.2	kJ/mol

=====

Entry 2:
Formula: C6H25NO8
Source: the OMol25 dataset
Level of theory: the ωB97M-V functional and the def2-TZVPD basis

Element x y z (Å)
O 0.9580 -4.4004 -0.0720
O 1.7445 3.2016 -1.6208
O -1.4567 4.3622 -1.8552
O 2.5581 -3.2407 1.6522
O -2.9615 -2.5495 2.6725
O -4.5112 0.0814 -0.9953
O 3.5410 -0.9596 1.1584
O -2.1703 -0.7764 -0.5243
N 1.8433 0.0448 -1.0560
C 0.9851 -0.7565 -1.8224
C 0.7969 1.1830 1.2217
C -1.0590 1.9332 -0.1521
C 1.4897 0.0461 0.4029
C 2.8685 -0.0075 0.9978
C -0.6238 1.5227 0.9877
H 1.2797 2.9621 -0.8998
H 1.4236 4.1155 -1.8238
H 1.4971 -1.8187 -1.9465
H 0.4433 -4.6198 0.6933
H -1.7001 -1.6188 -0.5257
H 3.0581 -2.3943 1.3812
H -3.9489 -0.6177 -0.5947
H 0.8849 -0.8805 0.7383
H 2.4075 -3.3268 2.6400
H 1.8800 -4.2081 0.3149
H 1.0422 0.9808 2.3299
H -3.2021 -1.6852 2.4401
H 1.0362 -0.4988 -2.9092
H -0.0186 -0.8483 -1.4713
H -4.6476 0.5304 -0.1882
H 1.6871 0.9607 -1.5346
H -1.8973 0.0308 -0.9461
H -1.3185 1.3403 1.7512
H -1.7869 4.0486 -0.9957
H -2.0306 2.1382 -0.4089
H -3.0200 -2.8436 1.7631
H 3.2374 0.9857 1.2103
H -1.4851 3.4211 -2.2580
H 1.5182 2.0213 1.2933
H -0.3422 2.1407 -1.0484

Properties
LUMO energy	0.02	eV
gap between HOMO and LUMO	9.64	eV
electronic energy	-900.1089	a.u.
structure (SMILES)	C=CC[C@H](C=O)NC.O.O.O.O.O.O.O
maximum force	5.62	eV Å⁻¹
energy relative to the best compared isomer or geometry (same formula, charge and spin)	505.9	kJ/mol

=====

Entry 3:
Formula: C6H26N12O8Y
Source: the OMol25 dataset
Level of theory: the ωB97M-V functional and the def2-TZVPD basis

Element x y z (Å)
Y -0.0009 0.2677 1.1935
O -0.9030 -4.5902 0.0503
O -2.1157 -0.6396 4.3699
O 0.1376 3.3405 -2.7293
O -4.6810 0.0666 -0.8730
O 2.7773 2.6824 2.6965
O 3.5399 -3.0237 2.6008
O -2.7840 4.5746 2.2380
O 3.7927 -0.5509 -1.9753
N 0.6190 3.8272 -4.9113
N -6.2190 0.0412 -2.4284
N -3.1789 6.6453 2.0689
N 1.5548 4.8731 -3.4098
N 5.5776 0.5287 -1.5135
N -0.8098 -6.7982 -0.6127
N -1.7804 -6.2516 1.2078
N 4.4591 -4.8614 1.8098
N -6.8270 0.4185 -0.4534
N 5.5393 -0.8902 -3.1452
N -4.6449 5.4313 3.1342
N 5.0284 -4.2638 3.7773
C 4.2691 -3.9952 2.7929
C -5.8697 0.2377 -1.2259
C -3.4974 5.4997 2.4904
C 0.6307 4.0174 -3.6349
C -1.1997 -5.8228 0.1350
C 4.8876 -0.2416 -2.2320
H -1.6080 -7.2455 1.2572
H 6.5481 0.7768 -1.6430
H -6.6339 0.5418 0.5303
H 5.5987 -5.0954 3.7202
H -5.4250 -0.1083 -3.0344
H -1.9050 -5.6123 1.9798
H 6.4041 -0.5181 -3.5109
H 5.0435 -1.4959 -3.7835
H 0.9505 4.4384 -5.6439
H 3.7137 2.9278 2.8286
H -5.1532 6.2757 3.3550
H -7.1482 -0.2138 -2.7313
H 5.0786 -5.6259 2.0377
H -4.8709 4.5435 3.5596
H -0.1377 -6.5860 -1.3362
H -2.2111 -0.3044 5.2826
H 5.0818 0.7945 -0.6747
H 1.8476 5.1192 -2.4751
H -7.7781 0.4637 -0.7901
H 1.9158 5.3804 -4.2051
H 5.2325 -3.6163 4.5250
H -3.6353 7.4966 2.3640
H 4.0123 -4.7944 0.9066
H 0.1024 3.0056 -5.1907
H -2.2197 6.6875 1.7554
H -1.1051 -7.7579 -0.5037

Properties
LUMO energy	-6.24	eV
gap between HOMO and LUMO	4.22	eV
electronic energy	-1540.9736	a.u.
charge	+1
maximum force	8.07	eV Å⁻¹
energy relative to the best compared isomer or geometry (same formula, charge and spin)	2222.4	kJ/mol

=====

Entry 4:
Formula: C6H28O10
Source: the OMol25 dataset
Level of theory: the ωB97M-V functional and the def2-TZVPD basis

Element x y z (Å)
O -2.3637 -2.4508 -1.5252
O -1.4757 1.5624 -1.6092
O 1.4848 -0.3602 -3.2218
O 2.6868 -3.4330 0.9449
O -3.6365 0.0255 -2.2718
O -1.5421 2.7712 2.9785
O 1.6559 2.2248 -2.1299
O -3.2655 2.3048 0.4422
O 0.1659 2.2782 0.2758
O 3.0338 -0.2095 -0.9548
C -1.1979 -2.5541 -0.9842
C 0.5154 -0.6508 1.2039
C 2.5968 0.0298 2.2979
C -0.9766 -2.6427 0.5070
C 1.2689 -0.6969 2.3024
C -0.8981 -1.1915 1.1020
H 0.6348 1.4385 0.3506
H -3.7694 -0.9336 -2.2453
H 0.7870 2.4460 -1.7639
H 1.0912 0.4250 -2.8323
H -1.4660 -0.5020 0.4956
H -0.2749 -2.5377 -1.5942
H -2.1090 0.8178 -1.5060
H -3.6296 0.1177 -3.2368
H 3.0810 -0.4309 -1.8916
H -1.0935 2.9107 2.1373
H -2.3143 2.4187 0.4071
H -0.8515 2.6402 3.6310
H -1.9848 2.1632 -2.1624
H 2.6737 0.6103 3.2218
H 3.4126 -0.6764 2.1333
H -0.0291 -3.1379 0.7329
H 2.6037 -3.7021 1.8628
H 1.8981 2.9360 -2.7235
H 0.7413 -0.1998 0.2427
H 2.2527 -2.5692 0.8871
H 1.0449 -1.2087 -3.1762
H 2.5977 0.7543 1.4860
H -1.7954 -3.1852 0.9918
H -1.4064 -1.2054 2.0778
H -0.5063 2.1019 -0.4242
H 1.0741 -1.4593 3.0488
H -3.4976 2.2494 1.3649
H 2.7824 0.7114 -0.8727

Properties
LUMO energy (spin up / spin down)	2.51 / 2.48	eV
gap between HOMO and LUMO (spin up / spin down)	2.71 / 6.27	eV
electronic energy	-997.7462	a.u.
charge	-1
maximum force	2.23	eV Å⁻¹
energy relative to the best compared isomer or geometry (same formula, charge and spin)	0.0	kJ/mol
multiplicity	2

=====

Entry 5:
Formula: C6H28O8
Source: the OMol25 dataset
Level of theory: the ωB97M-V functional and the def2-TZVPD basis

Element x y z (Å)
O 0.1624 1.0055 1.8874
O -3.7632 2.3577 -0.6698
O 0.7902 -1.5303 3.0611
O -3.1825 -0.7060 -1.4352
O 0.8866 -2.7288 0.4997
O -2.4980 0.0191 1.7370
O -0.3466 -0.4069 -0.4712
O 3.8368 -2.6260 -0.2230
C 4.0771 -1.3882 -0.8995
C -2.4519 -0.0060 -3.5476
C 3.6136 -0.1875 -0.0242
C 0.1997 2.3618 2.2107
C 1.7192 2.6478 2.2373
C -3.4894 -0.8410 -2.8129
H -2.3358 -0.9124 1.5875
H -2.6745 0.2494 -4.5836
H -0.1576 2.6550 3.1979
H 1.9274 3.6568 2.5933
H -0.7264 0.6552 1.9813
H 0.4098 -2.0710 -0.0065
H -3.2356 -1.8411 -3.1644
H 1.0678 -2.2405 2.4825
H 4.3651 -0.0972 0.7602
H -1.4808 -0.4930 -3.6371
H 2.2137 2.3765 1.3046
H 2.6330 -0.1803 0.4517
H -0.3985 2.9671 1.5296
H -3.3390 0.1875 1.3121
H -3.7363 -1.3667 -1.0129
H 0.1455 0.2549 0.0147
H 1.7152 -2.8368 0.0327
H 2.1881 1.9896 2.9688
H 4.5194 -2.6425 0.4518
H -2.3789 0.9437 -3.0177
H 3.7633 0.7409 -0.5753
H 5.1339 -1.2118 -1.0997
H 3.6424 -1.4225 -1.8985
H -4.5320 -0.5483 -2.9368
H 0.8706 -0.7401 2.5268
H -4.6810 2.3511 -0.9415
H -3.4128 1.5254 -0.9875
H -1.0600 0.0796 -0.8841

Properties
LUMO energy	0.14	eV
gap between HOMO and LUMO	10.15	eV
electronic energy	-847.2784	a.u.
structure (SMILES)	CCO.CCO.CCO.O.O.O.O.O
maximum force	2.00	eV Å⁻¹
energy relative to the best compared isomer or geometry (same formula, charge and spin)	188.0	kJ/mol

=====

Entry 6:
Formula: C6H29ClNO13
Source: the OMol25 dataset
Level of theory: the ωB97M-V functional and the def2-TZVPD basis

Element x y z (Å)
Cl 24.8313 7.3402 -12.3823
O 18.6410 5.5557 -3.1984
O 22.0107 9.5225 -12.1197
O 23.1511 4.7823 -14.6909
O 22.3929 5.5140 -7.6207
O 28.8370 6.7451 -11.0184
O 26.9364 8.1499 -9.2149
O 25.4415 3.4813 -11.1576
O 28.3587 10.0481 -13.5569
O 26.1842 7.6262 -12.5815
O 25.0183 10.9120 -12.7876
O 24.0004 7.8278 -13.3345
O 24.4764 7.9854 -11.1623
O 24.6312 5.9535 -12.3418
N 21.8543 4.8847 -4.8639
C 22.8648 4.2953 -7.0716
C 20.8596 4.7505 -3.8182
C 21.8380 4.0379 -6.0003
C 19.5839 5.3724 -4.2730
C 17.7018 6.5061 -3.5601
C 23.1380 6.0200 -8.6907
H 16.8654 6.3277 -2.8843
H 28.2680 6.7163 -11.7876
H 24.6490 10.0783 -13.0788
H 20.8883 4.1280 -6.5275
H 23.2030 5.4917 -14.0503
H 21.3184 8.8652 -12.1890
H 18.2221 7.4519 -3.4091
H 24.8725 4.2509 -11.1392
H 19.2116 4.6542 -5.0036
H 24.2019 6.1095 -8.4714
H 22.7872 3.5061 -7.8194
H 28.0466 9.2771 -14.0307
H 22.6592 5.1551 -15.4225
H 23.0988 5.4185 -9.5989
H 27.3128 7.4334 -9.7260
H 21.8092 3.0575 -5.5247
H 23.9019 4.3306 -6.7381
H 19.9093 6.2836 -4.7748
H 22.7528 6.9265 -9.1575
H 22.8236 9.0257 -12.2129
H 25.4552 3.2149 -12.0768
H 26.1116 8.3521 -9.6565
H 21.9915 5.7809 -5.3089
H 25.6387 10.6722 -12.0992
H 21.3046 5.2797 -2.9756
H 17.3818 6.4248 -4.5989
H 20.5600 3.8392 -3.3006
H 28.7922 5.8612 -10.6536
H 29.3011 10.0670 -13.7237

Properties
LUMO energy (spin up / spin down)	-0.88 / -6.09	eV
gap between HOMO and LUMO (spin up / spin down)	8.47 / 3.25	eV
electronic energy	-1738.5740	a.u.
maximum force	6.88	eV Å⁻¹
multiplicity	2